{
  "formula": "C54H66IN2O",
  "method": "the ωB97M-V functional and the def2-TZVPD basis",
  "species": ["C", "C", "N", "C", "C", "C", "C", "C", "C", "I", "C", "C", "C", "C", "N", "C", "C", "C", "C", "C", "C", "O", "H", "H", "H", "H", "H", "H", "H", "H", "H", "H", "H", "H", "H", "H", "H", "H", "H", "H", "H", "H", "H", "H", "H", "H", "H", "H", "H", "H", "H", "H", "C", "C", "C", "C", "C", "C", "H", "H", "H", "H", "H", "H", "C", "C", "C", "C", "C", "C", "H", "H", "H", "H", "H", "H", "C", "C", "C", "C", "C", "C", "H", "H", "H", "H", "H", "H", "C", "C", "C", "C", "C", "C", "H", "H", "H", "H", "H", "H", "C", "C", "C", "C", "C", "C", "H", "H", "H", "H", "H", "H", "C", "C", "C", "C", "C", "C", "H", "H", "H", "H", "H", "H"],
  "coordinates": [[-0.685, 0.646, 1.113], [-0.590, 1.059, -0.405], [-1.921, 0.841, -1.016], [-1.939, -0.325, -1.956], [-1.493, -1.651, -1.332], [-1.412, -2.801, -2.361], [-0.171, -2.661, -3.311], [0.922, -1.649, -2.903], [2.001, -1.635, -4.037], [3.052, 0.244, -4.145], [-1.252, -4.112, -1.539], [0.108, -4.237, -0.762], [0.010, -4.912, 0.661], [0.014, -3.772, 1.722], [1.152, -3.766, 2.633], [2.172, -2.880, 2.611], [3.053, -3.132, 3.626], [2.506, -4.266, 4.325], [1.369, -4.620, 3.665], [-2.232, 1.988, -1.835], [-1.210, 2.623, -2.790], [-3.341, 2.483, -1.781], [-1.674, 0.203, 1.279], [0.074, -0.089, 1.399], [-0.662, 1.561, 1.719], [-0.275, 2.108, -0.406], [0.189, 0.411, -0.830], [-1.406, -0.068, -2.890], [-2.988, -0.469, -2.247], [-2.309, -1.944, -0.646], [-0.585, -1.560, -0.687], [-0.546, -2.398, -4.317], [0.324, -3.645, -3.416], [0.576, -0.615, -2.808], [1.468, -1.897, -1.984], [1.458, -1.766, -4.977], [2.677, -2.472, -3.848], [-2.140, -4.294, -0.909], [-1.254, -4.907, -2.306], [0.765, -4.886, -1.360], [0.618, -3.281, -0.611], [-0.943, -5.457, 0.699], [0.814, -5.637, 0.835], [-0.074, -2.764, 1.302], [-0.880, -3.901, 2.355], [2.292, -2.063, 1.906], [3.947, -2.574, 3.872], [2.907, -4.750, 5.207], [0.700, -5.442, 3.894], [-0.170, 2.341, -2.588], [-1.435, 2.469, -3.850], [-1.265, 3.708, -2.621], [-4.625, -5.644, 1.082], [-5.237, -6.883, 1.199], [-4.966, -7.693, 2.294], [-4.082, -7.256, 3.274], [-3.470, -6.015, 3.154], [-3.742, -5.212, 2.054], [-4.833, -5.012, 0.227], [-5.928, -7.219, 0.436], [-5.439, -8.663, 2.383], [-3.870, -7.885, 4.131], [-2.780, -5.674, 3.916], [-3.265, -4.245, 1.951], [5.480, 0.014, 3.647], [6.292, -0.589, 4.597], [7.672, -0.460, 4.514], [8.239, 0.281, 3.486], [7.426, 0.887, 2.538], [6.047, 0.750, 2.615], [4.403, -0.090, 3.709], [5.849, -1.162, 5.403], [8.306, -0.936, 5.252], [9.315, 0.386, 3.424], [7.868, 1.466, 1.736], [5.413, 1.218, 1.873], [-5.959, -5.164, -4.967], [-6.574, -6.405, -4.856], [-6.307, -7.218, -3.762], [-5.431, -6.783, -2.776], [-4.818, -5.540, -2.885], [-5.078, -4.732, -3.982], [-6.165, -4.532, -5.822], [-7.262, -6.739, -5.624], [-6.781, -8.188, -3.678], [-5.224, -7.414, -1.920], [-4.135, -5.202, -2.115], [-4.593, -3.767, -4.066], [0.578, 7.763, -4.658], [1.573, 6.936, -5.161], [1.270, 5.633, -5.535], [-0.030, 5.162, -5.414], [-1.026, 5.991, -4.915], [-0.721, 7.290, -4.533], [0.815, 8.778, -4.363], [2.587, 7.306, -5.261], [2.047, 4.985, -5.921], [-0.268, 4.148, -5.710], [-2.040, 5.623, -4.822], [-1.496, 7.936, -4.137], [-2.819, 11.919, -2.643], [-2.022, 10.882, -2.177], [-0.691, 10.803, -2.562], [-0.154, 11.765, -3.407], [-0.950, 12.804, -3.870], [-2.284, 12.879, -3.492], [-3.858, 11.979, -2.345], [-2.439, 10.135, -1.514], [-0.071, 9.990, -2.204], [0.886, 11.705, -3.704], [-0.531, 13.555, -4.527], [-2.906, 13.686, -3.857], [5.159, 0.806, 9.471], [4.153, 1.638, 9.944], [3.371, 2.359, 9.052], [3.588, 2.241, 7.686], [4.591, 1.406, 7.213], [5.379, 0.692, 8.105], [5.771, 0.246, 10.167], [3.980, 1.725, 11.010], [2.591, 3.013, 9.422], [2.975, 2.800, 6.990], [4.760, 1.312, 6.147], [6.165, 0.045, 7.734]],
  "atomic_forces_ev_per_a": [[-0.5, 0.4, -0.6], [0.0, -1.2, 1.8], [1.1, 1.1, -1.2], [-0.5, -0.3, 0.1], [-0.5, -0.6, -0.4], [0.4, -0.1, 0.9], [-0.7, 0.1, 0.5], [1.2, 0.3, -1.1], [-1.3, -0.5, 0.8], [0.1, -0.3, 0.0], [0.4, 0.6, -1.2], [-0.1, -1.5, 0.6], [-0.2, 1.3, -0.8], [-0.8, -0.9, 0.8], [-0.1, 0.1, -0.5], [1.0, 1.2, -0.3], [-0.4, -0.8, 0.7], [0.9, 0.5, 0.0], [-0.6, -0.8, 0.5], [-1.3, 0.3, 0.1], [0.5, 0.4, 0.5], [0.7, -0.4, -0.2], [0.3, 0.0, -0.1], [0.0, 0.3, 0.1], [0.3, -0.4, 0.2], [-0.2, -0.2, -0.4], [-0.2, 0.5, -0.4], [0.1, -0.3, 0.3], [0.3, 0.1, 0.0], [0.3, 0.2, 0.0], [-0.1, 0.3, -0.2], [0.4, 0.1, 0.1], [-0.1, 0.2, -0.1], [-0.3, -0.3, 0.1], [-0.4, 0.0, 0.0], [0.5, 0.2, -0.1], [0.3, 0.4, -0.4], [0.3, 0.1, 0.2], [-0.1, -0.1, 0.5], [0.0, 0.4, 0.0], [-0.2, -0.1, -0.3], [0.2, 0.1, 0.2], [0.0, 0.3, 0.1], [0.1, -0.3, -0.2], [0.2, 0.1, -0.1], [-0.5, -0.3, -0.2], [-0.1, -0.1, -0.1], [-0.1, 0.0, -0.2], [0.0, 0.3, -0.2], [-0.3, -0.2, -0.2], [-0.2, -0.3, 0.3], [-0.1, -0.2, -0.1], [-0.1, 0.0, -0.2], [-0.1, -0.1, 0.0], [0.1, 0.1, 0.0], [0.0, 0.0, 0.0], [0.0, 0.0, 0.0], [0.2, 0.1, 0.2], [0.0, 0.0, 0.0], [0.0, 0.0, 0.0], [0.0, 0.0, 0.0], [0.0, 0.0, 0.0], [0.0, 0.0, 0.0], [0.0, 0.0, 0.0], [0.0, 0.0, 0.0], [0.0, 0.0, 0.0], [0.0, 0.0, 0.0], [0.0, 0.0, 0.0], [0.0, 0.0, 0.0], [0.0, 0.0, 0.0], [0.0, 0.0, 0.0], [0.0, 0.0, 0.0], [0.0, 0.0, 0.0], [0.0, 0.0, 0.0], [0.0, 0.0, 0.0], [0.0, 0.0, 0.0], [0.0, -0.1, 0.1], [0.0, 0.0, 0.0], [0.0, 0.0, 0.0], [0.0, 0.1, 0.0], [0.0, -0.1, 0.1], [0.0, 0.1, -0.1], [0.0, 0.0, 0.0], [0.0, 0.0, 0.0], [0.0, 0.0, 0.0], [0.0, 0.0, 0.0], [0.1, 0.1, -0.1], [0.1, 0.0, 0.1], [0.0, 0.0, 0.0], [0.0, 0.0, 0.0], [0.0, 0.0, 0.0], [0.0, 0.0, 0.0], [0.0, 0.0, 0.0], [0.0, 0.0, 0.0], [0.0, 0.0, 0.0], [0.0, 0.0, 0.0], [0.0, 0.0, 0.0], [0.0, 0.0, 0.0], [0.0, 0.0, 0.0], [0.0, 0.0, 0.0], [0.0, 0.0, 0.0], [0.0, 0.0, 0.0], [0.0, 0.0, 0.0], [0.0, 0.0, 0.0], [0.0, 0.0, 0.0], [0.0, 0.0, 0.0], [0.0, 0.0, 0.0], [0.0, 0.0, 0.0], [0.0, 0.0, 0.0], [0.0, 0.0, 0.0], [0.0, 0.0, 0.0], [0.0, 0.0, 0.0], [0.0, 0.0, 0.0], [0.0, 0.0, 0.0], [0.0, 0.0, 0.0], [0.0, 0.0, 0.0], [0.0, 0.0, 0.0], [0.0, 0.0, 0.0], [0.0, 0.0, 0.0], [0.0, 0.0, 0.0], [0.0, 0.0, 0.0], [0.0, 0.0, 0.0], [0.0, 0.0, 0.0], [0.0, 0.0, 0.0]],
  "largest_force_ev_per_a": 2.2,
  "homo_lumo_gap_ev": 4.14,
  "homo_ev": -2.1,
  "charge": -1,
  "lumo_energy_ev": 2.041
}